# 1
{"formula": "C9H15NOS", "method": "ωB97M-V/def2-TZVPD", "de_lowest_ev": 2.8381, "homo_energy_ev": -7.98, "species": ["C", "C", "C", "C", "C", "C", "C", "C", "C", "N", "O", "S", "H", "H", "H", "H", "H", "H", "H", "H", "H", "H", "H", "H", "H", "H", "H"], "xyz": [[-3.6330, 0.1495, 1.2145], [-4.9901, 0.2573, 1.0848], [-2.9693, 0.2252, -0.0632], [-0.1464, -1.2223, -0.0727], [2.3220, 1.1281, 0.9045], [2.7209, 0.3284, -1.4546], [2.7417, -1.2721, 0.3636], [0.6609, -0.1707, -0.3151], [2.1139, -0.0103, -0.1218], [-3.8345, 0.2231, -1.0533], [0.0538, 0.9954, -0.7709], [-5.5028, 0.3623, -0.4700], [-3.0142, 0.1747, 2.0719], [-5.5957, 0.2720, 1.9383], [0.0727, -2.2167, 0.1408], [-1.1940, -1.0156, -0.1957], [-3.6644, -0.1083, -1.9590], [1.7803, 1.8857, 0.4283], [3.4187, 1.2506, 0.9583], [1.9385, 1.0147, 1.9488], [3.7995, 0.0937, -1.4465], [2.7493, 1.3995, -1.5887], [2.2824, -0.1866, -2.3758], [2.4902, -1.6138, 1.3997], [2.5603, -2.0065, -0.4127], [3.7648, -0.9269, 0.5146], [-0.9254, 0.9898, -0.6682]]}

# 2
{"formula": "C9H15O3PPdTe", "method": "ωB97M-V/def2-TZVPD", "de_lowest_ev": 0.2003, "spin_multiplicity": 3, "homo_energy_ev": [-7.56, -7.79], "s_squared": 2.0089, "species": ["Pd", "C", "C", "C", "C", "C", "H", "H", "H", "H", "H", "C", "C", "O", "P", "O", "Te", "O", "C", "C", "H", "H", "H", "H", "H", "H", "H", "H", "H", "H"], "xyz": [[0.5763, -0.2971, 0.3994], [1.0622, -0.9456, 2.5835], [0.9718, 0.4736, 2.5316], [-0.3559, 0.8107, 2.1773], [-1.0858, -0.3966, 2.0032], [-0.2081, -1.4821, 2.2615], [1.9485, -1.5218, 2.7969], [1.7815, 1.1647, 2.7022], [-0.7285, 1.8048, 1.9907], [-2.1156, -0.4768, 1.6947], [-0.4522, -2.5295, 2.1919], [4.1318, 2.7159, -3.3104], [3.4144, 2.4891, -2.0001], [2.7586, 1.1978, -2.0166], [1.1740, 1.1465, -2.1125], [0.4516, 1.8474, -1.0014], [0.5417, -1.1675, -2.0987], [0.9209, 1.8463, -3.5239], [-0.4366, 2.1197, -3.9105], [-0.4413, 2.5473, -5.3578], [4.6493, 3.6761, -3.2939], [3.4195, 2.7148, -4.1339], [4.8664, 1.9298, -3.4812], [2.6776, 3.2703, -1.8021], [4.1103, 2.4591, -1.1620], [-0.8344, 2.8979, -3.2573], [-1.0332, 1.2136, -3.7655], [0.1911, 3.4241, -5.4960], [-1.4545, 2.7998, -5.6696], [-0.0707, 1.7455, -5.9956]]}

# 3
{"formula": "C9H15P3", "method": "ωB97M-V/def2-TZVPD", "spin_multiplicity": 3, "homo_energy_ev": [-6.08, -8.40], "s_squared": 2.0164, "species": ["C", "C", "C", "C", "C", "C", "C", "C", "C", "P", "P", "P", "H", "H", "H", "H", "H", "H", "H", "H", "H", "H", "H", "H", "H", "H", "H"], "xyz": [[-0.1836, -0.6824, -0.6777], [-1.1104, -1.4434, 0.5378], [-0.9698, -0.1311, -1.7755], [0.1010, 1.3536, 1.2847], [1.2561, 1.0634, 0.3192], [-1.1131, 2.0247, 0.6142], [1.2097, -0.3435, -0.3397], [-0.4947, -2.3505, 1.5352], [2.1388, -0.3920, -1.5552], [-2.8200, -1.0439, 0.4753], [-2.8079, 1.1980, 0.5132], [-2.8003, 0.1193, -1.3956], [-0.5544, 0.8058, -2.1621], [-1.0065, -0.8346, -2.6192], [-0.2040, 0.4360, 1.7862], [0.4690, 2.0296, 2.0589], [1.2592, 1.8158, -0.4727], [2.2028, 1.1510, 0.8558], [-1.3692, 2.9264, 1.1777], [-0.8596, 2.3554, -0.3965], [1.5696, -1.0645, 0.4008], [-0.3701, -1.8601, 2.5045], [0.4813, -2.7010, 1.2041], [-1.1401, -3.2135, 1.6926], [1.8435, 0.3399, -2.3034], [2.1113, -1.3790, -2.0111], [3.1614, -0.1794, -1.2516]]}

# 4
{"formula": "C9H16BN3", "method": "ωB97M-V/def2-TZVPD", "smiles": "N=C=BN1CCCC1.C1=NCCC1", "de_lowest_ev": 2.8024, "homo_energy_ev": -7.29, "species": ["N", "C", "B", "N", "C", "C", "C", "C", "H", "H", "H", "H", "H", "H", "H", "H", "H", "C", "N", "C", "C", "C", "H", "H", "H", "H", "H", "H", "H"], "xyz": [[-0.6032, -3.9518, 0.4716], [0.1922, -3.0199, 0.5477], [0.7389, -1.8073, 0.9109], [1.5775, -0.7295, 0.5093], [2.0304, -0.5381, -0.7875], [2.6391, 0.8345, -0.8604], [2.3342, 1.5189, 0.4804], [2.1875, 0.2377, 1.2821], [-1.1875, -4.1369, 1.3164], [1.1343, -0.8256, -1.5111], [2.9109, -1.2410, -1.1004], [2.5609, 1.4506, -1.8408], [3.7812, 0.7597, -0.8512], [2.9548, 2.3376, 0.7927], [1.2916, 1.8939, 0.4455], [3.2224, 0.0354, 1.5293], [1.5477, 0.3286, 2.2598], [-1.5160, -0.0724, -1.0693], [-0.9433, 0.8210, -0.3907], [-1.9424, 1.6339, 0.2804], [-3.2339, 0.7637, 0.2236], [-2.9752, -0.3201, -0.8091], [-0.9331, -0.5219, -1.8122], [-2.0846, 2.5970, -0.1921], [-1.4676, 1.8093, 1.2501], [-4.0656, 1.2642, -0.0511], [-3.3379, 0.4575, 1.2855], [-3.3339, -1.3669, -0.5882], [-3.4794, -0.2120, -1.7209]]}

# 5
{"formula": "C9H16Br12NO7PS", "method": "ωB97M-V/def2-TZVPD", "de_lowest_ev": 1.4996, "homo_energy_ev": -9.80, "species": ["C", "C", "C", "N", "C", "O", "S", "O", "O", "O", "C", "P", "O", "O", "O", "H", "H", "H", "H", "H", "H", "H", "H", "H", "H", "H", "H", "C", "Br", "Br", "Br", "H", "C", "Br", "Br", "Br", "H", "C", "Br", "Br", "Br", "H", "C", "Br", "Br", "Br", "H"], "xyz": [[3.2412, -0.7076, 0.7861], [2.0629, -0.3693, -0.2310], [1.3641, -1.6959, -0.6381], [0.1059, -1.5147, -1.3810], [-0.8135, -0.6623, -0.6958], [-0.8137, 0.6602, -1.2988], [-1.8927, 1.4470, -0.2829], [-2.6170, 2.4405, -1.0774], [-1.0430, 1.8598, 0.8411], [-2.9184, 0.1529, -0.0016], [-2.3339, -1.0086, -0.6972], [-2.6954, -2.5139, 0.3539], [-1.4535, -3.3800, 0.3506], [-4.0384, -3.3284, -0.1490], [-2.9782, -2.0622, 1.9252], [2.9256, -0.3454, 1.7852], [3.4164, -1.7979, 0.7929], [4.1170, -0.1130, 0.4760], [1.4096, 0.3550, 0.2928], [2.4732, 0.1541, -1.1193], [1.1637, -2.3268, 0.2631], [2.0628, -2.2251, -1.3225], [-0.3176, -2.3962, -1.6398], [-0.5407, -0.6122, 0.3820], [-2.8893, -0.9846, -1.6572], [-3.9448, -3.5634, -1.0791], [-2.3192, -1.4168, 2.2048], [-5.4070, 0.6233, -2.6379], [-3.9862, -0.0467, -3.7706], [-6.4875, 1.9469, -3.5439], [-6.4806, -0.8137, -1.9110], [-4.9334, 1.1227, -1.7991], [7.4967, 1.6395, 0.5941], [7.5305, 3.5592, 0.8353], [6.6638, 0.7419, 2.0938], [6.6722, 1.1423, -1.0855], [8.5262, 1.3058, 0.5538], [5.6783, -2.8033, 4.0942], [5.1898, -3.1259, 2.2500], [5.4480, -0.9448, 4.5853], [4.7360, -3.9845, 5.3017], [6.7336, -3.0271, 4.1889], [-5.5601, 5.7851, -1.2906], [-4.2001, 5.0786, -2.4694], [-6.5912, 7.1813, -2.1465], [-6.6811, 4.3735, -0.5895], [-5.0573, 6.2342, -0.4432]]}

# 6
{"formula": "C9H16Br3NO", "method": "ωB97M-V/def2-TZVPD", "smiles": "C[C@H](Br)C[C@@H]1CNC(=O)C1.BrCCBr", "homo_energy_ev": -9.64, "species": ["C", "C", "Br", "C", "C", "C", "N", "C", "O", "C", "H", "H", "H", "H", "H", "H", "H", "H", "H", "H", "H", "H", "Br", "C", "C", "Br", "H", "H", "H", "H"], "xyz": [[0.3452, 0.5795, 0.2058], [0.3912, -0.5856, -0.8789], [2.1907, -0.4182, -1.7924], [-0.6944, -0.4747, -2.0487], [-2.1088, 0.1285, -1.6240], [-2.3053, 1.7019, -1.4466], [-3.6729, 1.7706, -0.8567], [-4.2375, 0.4399, -0.5268], [-5.4393, 0.1345, -0.3856], [-2.9448, -0.5495, -0.4384], [0.5444, 1.5928, -0.2987], [1.1256, 0.4691, 1.0338], [-0.6717, 0.6518, 0.7075], [0.4114, -1.5776, -0.3309], [-0.2431, 0.0377, -2.9737], [-0.9009, -1.5552, -2.3936], [-2.7935, -0.0937, -2.5279], [-2.0726, 2.2500, -2.4129], [-1.6739, 2.2109, -0.6347], [-4.4114, 2.2069, -1.4239], [-3.3863, -1.5871, -0.6108], [-2.5765, -0.3104, 0.6231], [2.8362, -1.5102, 4.1097], [4.1838, -1.6160, 2.7056], [4.8739, -0.2898, 2.5071], [3.7447, 0.9523, 1.5179], [3.6811, -1.9779, 1.8091], [4.8931, -2.3705, 3.0488], [5.7685, -0.4104, 1.8947], [5.1430, 0.2005, 3.4421]]}

| no. | strongest force on any atom (eV/Å) |
| --- | --- |
| 1 | 3.44 |
| 2 | 0.53 |
| 3 | 3.72 |
| 4 | 5.80 |
| 5 | 3.78 |
| 6 | 4.11 |